(1)
ORCA calculation (wB97M-V/def2-TZVPD) on an isolated molecule of C4H7NO.

ORCA input file:
```
! RIJCOSX wB97M-V def2-TZVPD def2/J DEFGRID3
* xyz 0 1
C -0.171 -0.419 0.674
C -1.363 0.544 0.420
H 2.577 -1.041 -0.947
H 1.585 0.775 0.167
N -0.524 0.829 -1.888
H 0.204 -0.387 1.714
O 1.900 -1.225 -0.283
H -2.297 0.074 0.714
C 1.056 -0.110 -0.219
H -1.594 0.837 -0.751
C 0.451 0.327 -1.501
H -0.449 -1.464 0.484
H -1.207 1.477 0.983
*
```

LUMO level in eV: 0.454
SMILES string: CC[C@@H](O)C#N
Highest occupied orbital energy in Eh: -0.384
Electronic energy in eV: -7796.91884

---

(2)
ORCA calculation (wB97M-V/def2-TZVPD) on a structure of composition C34H57N3O3SiZn.

ORCA input file:
```
! RIJCOSX wB97M-V def2-TZVPD def2/J DEFGRID3
* xyz 0 1
H -3.674 -0.788 -5.846
N -1.697 -1.734 -0.006
H -4.404 -2.388 -3.520
H 3.344 1.625 -3.462
C -0.984 -0.245 3.165
H 3.152 -3.220 -2.474
C 0.916 0.945 1.962
H -1.512 5.776 -0.655
C 1.562 3.179 2.644
H 0.236 5.432 -0.782
C -1.709 0.501 -2.547
H -2.665 -2.695 -3.727
C -0.278 2.072 3.743
H -3.871 5.713 -4.410
C -2.990 2.966 1.228
H -0.400 3.060 -1.528
H -3.978 2.300 -0.586
C 0.574 -2.037 -3.583
H -1.807 1.656 -2.594
C 2.593 -1.831 -0.909
C 0.205 3.504 -4.539
H -1.061 2.051 4.504
H 0.910 3.343 -5.360
H -0.747 0.217 -2.995
H -3.870 2.544 1.724
C 1.661 0.207 -4.872
H 0.394 4.064 4.236
C -1.122 2.878 -4.888
H 0.631 3.072 -3.625
H -0.793 5.350 -2.240
H -5.010 0.248 -1.883
H 4.134 -1.729 -2.418
H -0.722 -2.986 -2.104
H -3.304 0.945 -5.673
H 3.268 3.078 0.709
H -3.812 3.645 -3.099
H 3.678 -2.402 0.810
C -1.010 3.705 -0.873
C 3.610 -2.478 -1.806
H -2.410 1.549 -0.273
H 3.472 0.520 -2.085
H 2.057 -0.979 3.595
H 2.652 1.622 -0.097
H -1.569 3.378 -5.764
C 1.354 -1.103 -2.867
C 2.192 -1.026 1.429
O -2.014 2.978 -3.759
C 0.322 -1.811 -4.937
C -0.114 0.952 2.929
C 2.816 -1.832 0.471
H 0.637 -0.509 -6.629
H 2.110 1.060 -5.382
O -3.525 -2.656 1.242
H 0.801 -3.841 -2.408
Zn -0.031 -0.920 -0.321
N 1.511 -1.280 -1.465
C 1.924 0.017 -3.515
H 2.215 4.044 2.525
H -2.033 0.075 3.270
H -1.015 1.806 -5.122
Si -3.182 -0.259 -3.484
C 1.771 2.064 1.834
C -4.741 0.611 -2.885
C -3.401 -2.097 -3.171
H -2.386 5.272 -5.273
H -2.109 2.603 1.766
C 2.922 2.050 0.877
H 3.410 -1.916 2.914
C 0.547 3.189 3.601
C -3.010 -0.062 -5.348
C -0.756 5.161 -1.160
C 2.761 1.008 -2.764
H -3.040 4.056 1.309
H -4.607 1.698 -2.826
C -2.966 2.494 -0.214
H -0.704 -0.756 4.102
H -1.988 -0.253 -5.703
H -3.765 3.249 -4.835
H 3.482 -0.139 2.909
C 0.843 -0.682 -5.572
H 3.779 1.480 1.269
H -0.483 -3.881 -3.623
H -0.748 3.473 0.173
H -0.279 -2.535 -5.489
H -0.935 -0.968 2.343
H -1.725 0.194 -1.485
H -2.338 5.629 -3.519
O -2.390 3.410 -1.147
C 2.811 -1.005 2.799
H 4.359 -2.989 -1.192
C -2.615 -2.197 0.623
H -5.586 0.408 -3.561
H -3.322 -2.356 -2.106
C -2.923 5.177 -4.325
H 2.134 1.700 -2.175
C -3.214 3.736 -4.012
H 0.094 4.587 -4.397
C 0.014 -3.240 -2.887
N 1.153 -0.216 1.168
*
```

LUMO level in eV: 0.451
Highest occupied orbital energy in Eh: -0.302
Electronic energy in eV: -103093.63021

---

(3)
ORCA calculation (wB97M-V/def2-TZVPD) on a structure of composition C5H12NO4P.

ORCA input file:
```
! RIJCOSX wB97M-V def2-TZVPD def2/J DEFGRID3
* xyz 0 1
H -0.986 -2.454 -1.196
H 0.409 -1.609 0.949
P 0.655 -1.043 -0.807
N -1.109 -0.752 2.140
C -1.781 -0.175 1.163
C -1.129 0.695 2.127
O 0.163 -0.090 -2.069
H 1.372 1.436 -0.486
H 0.645 -1.481 2.790
C 0.926 1.940 -1.293
H -0.884 1.387 -0.851
C 1.039 0.926 -2.453
H 1.405 2.936 -1.270
H -0.297 -2.712 2.535
O -0.071 -2.420 -1.260
C -0.089 -1.704 2.078
O 2.113 -1.241 -0.669
O -0.420 2.256 -0.972
H -1.714 1.257 2.847
H -0.155 1.093 1.922
H 2.088 0.739 -2.460
H 0.469 1.387 -3.285
H -2.649 -0.371 0.522
*
```

LUMO level (spin up / spin down) in eV: -1.132 / -0.456
Highest occupied orbital energy (spin up / spin down) in Eh: -0.283 / -0.296
Electronic energy in eV: -24343.94626

---

(4)
ORCA calculation (wB97M-V/def2-TZVPD) on an isolated molecule of C3H6N2S.

ORCA input file:
```
! RIJCOSX wB97M-V def2-TZVPD def2/J DEFGRID3
* xyz 0 1
H 0.888 0.311 1.314
S 3.438 0.060 0.008
H -0.086 -1.618 0.630
C 1.891 -0.375 -0.303
H -1.505 1.492 -0.369
H 0.399 1.206 -0.207
H -3.207 0.728 -0.186
C 0.658 0.258 0.210
H 1.641 -1.202 -1.003
N -1.672 -0.599 0.060
N -0.312 -0.849 -0.020
C -2.133 0.586 -0.133
*
```

LUMO level in eV: -0.495
SMILES string: C=NNCC=S
Highest occupied orbital energy in Eh: -0.329
Electronic energy in eV: -17020.89706

---

(5)
ORCA calculation (wB97M-V/def2-TZVPD) on an isolated molecule of C10H14N2O.

ORCA input file:
```
! RIJCOSX wB97M-V def2-TZVPD def2/J DEFGRID3
* xyz 0 1
H 2.608 1.506 -0.838
H 2.580 -0.022 -0.248
C -1.362 0.112 -1.582
C 0.138 -0.711 0.316
C 2.079 0.889 -0.074
C 0.641 0.722 -0.123
C -1.426 -0.507 -0.101
C 0.209 -0.898 1.839
N -3.061 1.164 0.731
H 1.373 -0.978 2.046
H 1.060 -1.672 -1.351
C 0.095 0.747 -1.594
C -0.245 1.666 0.672
H 1.907 -1.812 0.090
H 0.590 -0.004 -2.215
H -2.094 -1.446 -0.081
H 2.442 1.266 0.816
N -2.667 0.606 1.766
C -1.765 0.675 0.691
H -0.408 -1.611 2.348
H -0.028 1.744 -2.092
H -1.620 -0.593 -2.391
H -0.122 0.098 2.317
H -2.068 0.952 -1.565
C 0.940 -1.801 -0.354
O -0.175 2.723 1.186
H 0.379 -2.815 -0.211
*
```

LUMO level in eV: 0.478
SMILES string: CC1(C)[C@@H]2CC[C@@]1(C)C(=O)C21N=N1
Highest occupied orbital energy in Eh: -0.337
Electronic energy in eV: -15620.57914

---

(6)
ORCA calculation (wB97M-V/def2-TZVPD) on a cluster of 10 separate species, C20H40Br20 in total.

ORCA input file:
```
! RIJCOSX wB97M-V def2-TZVPD def2/J DEFGRID3
* xyz 0 1
H 1.344 2.165 6.364
C 0.906 2.316 5.378
C 3.733 -5.655 -1.489
Br -1.276 -1.711 -0.206
Br -0.330 0.823 -5.090
Br -8.001 -2.505 0.327
H -6.252 -2.922 -1.485
H 0.884 -0.168 1.366
C -2.223 -3.140 3.939
C -0.952 -1.993 -4.665
C -4.310 2.073 3.148
C 6.009 2.356 1.089
H -0.623 5.725 -2.286
Br 0.432 4.307 5.110
Br 4.089 0.216 0.711
H -1.046 -0.533 -3.083
Br 3.273 -7.610 -1.450
H -1.990 -1.861 -4.970
Br -0.754 -3.615 -3.497
H 6.348 3.367 1.315
H -0.457 0.470 -1.230
Br -5.305 -1.457 1.921
H 2.739 0.450 -4.908
H 0.623 -0.982 -3.593
H -4.689 1.386 0.969
H 4.233 -5.385 -0.559
Br -0.224 4.782 0.533
Br -1.261 3.766 -3.828
H 1.351 2.279 3.175
Br 2.631 -3.039 -1.328
Br -1.115 1.482 1.447
H 0.020 1.680 5.376
Br -2.229 -1.145 3.939
C -0.398 -0.790 -3.921
H 6.577 1.676 1.724
H -6.048 -3.991 -0.145
H -3.620 1.249 3.326
H -0.395 -2.163 -5.586
H 4.493 2.411 -3.221
H 1.619 -5.321 -0.941
C 1.755 1.950 4.133
H 4.015 2.847 0.385
Br 4.898 0.992 -5.942
Br 1.901 -0.048 3.943
Br -3.663 3.797 3.960
H -3.212 -3.510 3.669
H 2.870 2.171 -5.166
H 4.146 2.441 2.093
C -1.083 -3.615 3.033
H -3.654 2.622 1.020
H -2.062 -3.427 4.978
H 2.758 2.359 4.254
Br 6.735 2.136 -0.815
C 3.382 1.313 -4.732
H 1.870 -5.189 -2.651
H -0.925 3.009 -1.119
H 4.485 -5.454 -2.252
Br -6.028 3.476 1.022
C -4.518 2.269 1.584
H -2.201 4.315 -0.848
Br -0.949 -5.634 3.226
H -0.110 -3.174 3.249
C -1.155 4.071 -1.034
H -5.213 1.718 3.644
H -1.289 -3.378 1.990
H -4.118 -2.405 -0.237
H 0.783 -0.743 -1.219
C 0.486 0.516 0.616
C 3.825 1.551 -3.272
H 0.595 4.494 -2.366
C -5.084 -1.953 -0.011
Br 2.297 1.905 -2.076
H 1.297 1.193 0.349
H 4.388 0.770 -2.761
C 4.484 2.164 1.094
C 0.037 -0.260 -0.588
H -5.248 -0.997 -0.507
C -6.163 -2.938 -0.399
C 2.340 -4.989 -1.688
C -0.477 4.646 -2.236
*
```

LUMO level in eV: -0.105
SMILES string: BrCCBr.BrCCBr.BrCCBr.BrCCBr.BrCCBr.BrCCBr.BrCCBr.BrCCBr.BrCCBr.BrCCBr
Highest occupied orbital energy in Eh: -0.357
Electronic energy in eV: -1422238.36462

---

(7)
ORCA calculation (wB97M-V/def2-TZVPD) on a structure of composition C25H45EuN7O2Si.

ORCA input file:
```
! RIJCOSX wB97M-V def2-TZVPD def2/J DEFGRID3
* xyz 0 8
H -5.777 -0.071 2.997
N 1.020 1.707 1.976
C -4.823 2.675 -1.276
C -3.163 -2.031 2.273
C -5.319 0.212 2.055
H 1.352 -0.494 -3.616
H 1.315 -2.453 -3.055
H 2.558 -0.352 -0.028
H -1.606 0.494 3.628
H 2.433 3.223 1.626
H -1.055 0.096 -4.223
O 2.143 -0.986 1.859
H 1.229 5.178 0.254
H -5.939 2.328 -3.075
H 1.211 -6.028 3.184
Eu -0.393 -0.181 0.325
C 0.729 -2.926 1.968
H -0.630 -6.431 1.548
N -0.007 0.559 -2.413
H 0.783 5.030 2.576
H -5.524 1.265 1.893
C 0.808 -5.219 2.595
H 3.140 -2.137 -1.655
H -1.451 -4.538 0.186
H -2.706 1.863 3.439
H -3.149 0.503 4.444
Si -3.446 -0.147 2.038
H 0.293 1.533 2.678
C 0.507 4.145 2.000
H -3.916 -2.485 2.907
H -3.678 2.722 0.529
C 0.290 3.390 -0.436
C 1.068 -2.600 -2.001
H 0.180 3.768 -1.457
H -1.070 2.575 0.843
C -4.859 0.588 -2.437
H 2.555 1.337 -1.503
H -2.037 -2.021 -2.881
H -2.197 -2.213 2.732
C -1.008 -1.664 -2.950
H -3.185 -2.546 1.314
H -0.816 -2.765 -1.258
H -1.652 2.736 -0.655
C -2.649 0.781 3.522
N -0.220 -3.139 1.047
H -0.456 3.802 2.388
H 1.231 2.836 -0.373
N -2.687 0.238 0.534
C -3.998 0.051 -1.499
H 1.085 -3.679 -1.821
C 1.324 0.419 -3.022
C -5.264 1.911 -2.344
H 3.345 0.013 -2.381
C 0.368 4.570 0.533
C -3.520 0.813 -0.426
C 2.399 0.343 -1.928
H 1.879 3.133 3.297
C 1.019 -1.452 2.096
N -0.274 -2.046 -1.732
H -5.820 -0.335 1.263
H 1.761 1.033 2.197
H -2.022 0.241 -2.743
H -5.233 -0.032 -3.240
C 1.553 3.055 2.252
N -0.815 2.456 -0.141
C 1.288 -3.928 2.747
H 2.231 -2.501 -0.179
H -5.160 3.697 -1.176
H -0.519 5.199 0.432
N 1.977 -0.551 -0.844
H -3.724 -0.997 -1.539
H 2.067 -3.694 3.453
C -0.670 -4.383 0.920
H 1.555 1.251 -3.696
C -3.972 2.137 -0.331
O -0.006 -0.767 2.347
C -0.204 -5.448 1.675
C 2.183 -1.976 -1.137
H -0.244 1.546 -2.394
H -0.557 -2.139 -3.830
C -1.073 -0.129 -3.146
*
```

LUMO level (spin up / spin down) in eV: 0.476 / 0.475
Highest occupied orbital energy (spin up / spin down) in Eh: -0.197 / -0.255
Electronic energy in eV: -68390.92134

---

(8)
ORCA calculation (wB97M-V/def2-TZVPD) on a cluster of 2 separate species, C2H6N2 in total.

ORCA input file:
```
! RIJCOSX wB97M-V def2-TZVPD def2/J DEFGRID3
* xyz 0 1
C -1.569 1.763 0.158
H -0.149 2.964 0.481
C 1.287 -2.393 -0.329
N -0.331 1.995 0.227
N 0.777 -1.396 0.233
H 2.200 -2.373 -0.936
H -1.916 0.750 -0.055
H 0.751 -3.339 -0.275
H 1.280 -0.511 0.204
H -2.329 2.539 0.293
*
```

LUMO level in eV: 1.268
SMILES string: C=N.C=N
Highest occupied orbital energy in Eh: -0.354
Electronic energy in eV: -5149.69299

---

(9)
ORCA calculation (wB97M-V/def2-TZVPD) on an isolated molecule of C5H7NO.

ORCA input file:
```
! RIJCOSX wB97M-V def2-TZVPD def2/J DEFGRID3
* xyz 0 1
C -0.187 0.351 -0.859
H -0.777 -1.150 0.543
H -0.291 1.723 1.522
H -0.026 0.325 -2.949
H -0.708 1.286 -0.980
C -0.861 0.787 1.497
N 2.140 -0.924 1.505
H 1.438 -1.489 -1.360
O 0.930 -1.310 -2.167
C 0.219 -0.177 -2.010
H -1.873 1.000 1.138
C -0.197 -0.217 0.543
H -0.928 0.386 2.510
C 1.123 -0.589 1.066
*
```

LUMO level in eV: 0.754
SMILES string: C[C@H](C#N)/C=C\O
Highest occupied orbital energy in Eh: -0.348
Electronic energy in eV: -8834.98345